83
Properties=species:S:1:pos:R:3 method="wB97M-V/def2-TZVPD" de_lowest_ev=0.148 charge=0 homo_lumo_gap_ha="0.188 / 0.240" spin_multiplicity=2
Ir 0.368 1.815 0.429
C -0.606 2.111 -2.879
C -1.243 3.099 -1.966
C -2.084 4.067 -2.501
C -2.662 5.025 -1.693
C -2.393 4.977 -0.343
C -1.556 3.991 0.154
N -0.964 3.051 -0.641
C -1.259 3.899 1.583
C -1.816 4.657 2.596
C -1.440 4.416 3.912
C -0.518 3.415 4.187
C 0.011 2.679 3.143
N -0.350 2.938 1.865
C 1.019 1.625 3.244
C 1.484 1.175 4.470
C 2.515 0.261 4.509
C 3.076 -0.135 3.311
C 2.564 0.316 2.101
C 3.223 -0.113 0.832
N 1.493 1.144 2.056
H -0.915 2.290 -3.907
H -0.858 1.088 -2.598
H 0.479 2.183 -2.804
H -2.267 4.052 -3.567
H -3.314 5.785 -2.106
H -2.829 5.698 0.332
H -2.541 5.427 2.374
H -1.863 5.004 4.716
H -0.215 3.222 5.206
H 1.041 1.552 5.381
H 2.890 -0.117 5.451
H 3.914 -0.818 3.289
H 4.212 -0.514 1.052
H 3.307 0.725 0.142
H 2.636 -0.875 0.323
Cl -1.468 -3.429 0.138
C -2.088 -1.821 0.172
C -2.236 -1.166 1.395
C -2.839 0.083 1.411
Cl -3.000 0.920 2.908
C -3.313 0.665 0.241
Cl -4.185 2.143 0.305
C -3.077 0.042 -0.977
Cl -3.591 0.786 -2.435
C -2.438 -1.196 -1.020
Cl -2.093 -1.938 -2.524
F 0.426 -1.689 1.698
C -0.345 -2.026 2.725
C -1.699 -1.761 2.648
C -2.492 -2.134 3.715
F -3.809 -1.939 3.666
C -1.954 -2.730 4.845
F -2.736 -3.070 5.871
C -0.598 -2.989 4.895
F -0.069 -3.571 5.968
C 0.214 -2.648 3.826
F 1.516 -2.936 3.870
C 0.900 0.488 -0.908
C 1.132 -0.419 -1.728
C 1.387 -1.419 -2.631
C 1.978 -2.686 -2.181
C 2.702 -3.516 -3.047
C 3.283 -4.687 -2.587
C 3.159 -5.061 -1.255
C 2.448 -4.245 -0.384
C 1.867 -3.074 -0.841
C 1.033 -1.218 -4.052
C 1.251 0.017 -4.667
C 0.880 0.234 -5.985
C 0.278 -0.780 -6.719
C 0.058 -2.014 -6.121
C 0.436 -2.233 -4.806
H 2.823 -3.230 -4.084
H 3.845 -5.309 -3.274
H 3.613 -5.977 -0.900
H 2.339 -4.524 0.658
H 1.303 -2.441 -0.167
H 1.732 0.800 -4.096
H 1.068 1.198 -6.445
H -0.014 -0.611 -7.748
H -0.416 -2.810 -6.682
H 0.250 -3.196 -4.345